Molecular formula: CH8N2O2
Method: DFT, ωB97M-V/def2-TZVPD

```
13
CH8N2O2 (ωB97M-V/def2-TZVPD)
H 0.01776 -0.17415 -0.53012
H -1.05804 2.69678 -0.11548
H -2.77149 -1.78160 0.34536
H 2.65166 -0.72397 1.51642
H 2.77069 0.45146 -0.58613
N 1.82540 -0.69216 0.93507
O -2.33830 -1.01545 0.70925
H -2.25206 1.99533 -0.14624
C 1.94719 -0.15132 -0.19674
H -1.39852 -0.95365 0.47665
N 0.85446 -0.30794 -1.09270
H 0.99275 0.36158 -1.82932
O -1.31749 1.79112 -0.32540
```

Structure (SMILES): [H]/N=C/N.O.O
E_LUMO: 0.70 eV
Electronic energy: -302.86270 a.u.
Relative energy (zero: lowest compared OMol25 entry of this formula, charge and spin): 0.943 eV
Frontier orbital gap: 0.3762 hartree
Strongest force on any atom: 1.956 eV/Å

Mulliken population analysis, charges in e, atoms 1 to 5: H 0.08; H 0.29; H 0.30; H 0.22; H 0.31